<1>
{
  "formula": "C4H7ClN2O",
  "method": "ωB97M-V/def2-TZVPD",
  "smiles": "C=C[C@H](Cl)NC(N)=O",
  "homo_energy_ev": -9.71,
  "spin_multiplicity": 1,
  "species": ["C", "C", "C", "C", "N", "N", "O", "Cl", "H", "H", "H", "H", "H", "H", "H"],
  "xyz": [[-1.107, -1.924, 0.609], [-1.491, -0.924, -0.169], [1.285, 0.857, 0.206], [-1.319, 0.476, 0.221], [2.489, 0.754, -0.441], [0.206, 1.047, -0.618], [1.212, 0.814, 1.416], [-2.544, 1.545, -0.366], [-1.229, -2.951, 0.310], [-0.657, -1.741, 1.569], [-1.941, -1.097, -1.136], [-1.037, 0.683, 1.248], [2.572, 0.932, -1.428], [3.310, 0.874, 0.126], [0.251, 0.656, -1.547]]
}

<2>
{
  "formula": "C4H7ClN2O",
  "method": "ωB97M-V/def2-TZVPD",
  "homo_energy_ev": [-8.01, -7.52],
  "spin_multiplicity": 1,
  "species": ["C", "C", "C", "C", "N", "N", "O", "Cl", "H", "H", "H", "H", "H", "H", "H"],
  "xyz": [[0.444, 1.031, -2.258], [1.091, 0.538, 0.337], [0.322, -0.817, 2.155], [-1.101, -0.475, 0.185], [-0.688, 0.775, -2.665], [0.168, -0.217, 0.828], [2.150, 1.008, 0.574], [1.794, 1.736, -3.069], [1.324, -0.619, 2.535], [-0.417, -0.398, 2.842], [0.167, -1.895, 2.078], [-1.903, 0.015, 0.744], [-1.084, -0.093, -0.836], [-1.290, -1.550, 0.177], [-0.977, 0.961, -3.629]]
}

Q: Which of them is the least stable? A: <2>.

<1>
{
  "formula": "H5O2S",
  "method": "ωB97M-V/def2-TZVPD",
  "total_charge": -1,
  "homo_energy_ev": -2.83,
  "spin_multiplicity": 1,
  "species": ["S", "H", "H", "H", "O", "H", "H", "O"],
  "xyz": [[-0.704, -1.091, -1.037], [-0.048, -2.139, -1.501], [1.252, 0.541, 1.837], [1.479, -0.948, 2.426], [1.805, 0.022, 2.426], [-1.300, 1.423, -0.431], [-0.252, 1.903, -1.456], [-0.539, 2.062, -0.462]]
}

<2>
{
  "formula": "H5O2S",
  "method": "ωB97M-V/def2-TZVPD",
  "total_charge": -1,
  "homo_energy_ev": -2.46,
  "spin_multiplicity": 1,
  "species": ["S", "H", "H", "H", "O", "H", "H", "O"],
  "xyz": [[1.153, 1.509, -2.646], [1.508, 2.464, -3.555], [-1.607, -2.125, -3.049], [-1.978, -0.594, -3.358], [-1.965, -1.500, -3.690], [1.019, 0.856, 5.236], [1.238, -0.678, 5.428], [0.632, 0.068, 5.634]]
}

Q: Which of them is the least stable? A: <2>.

<1>
{
  "formula": "C4H5F2N",
  "method": "ωB97M-V/def2-TZVPD",
  "homo_energy_ev": [-9.52, -8.85],
  "spin_multiplicity": 1,
  "species": ["C", "C", "C", "C", "N", "F", "F", "H", "H", "H", "H", "H"],
  "xyz": [[-1.920, -1.294, 0.378], [-0.268, 0.002, -0.612], [-1.688, 0.136, 0.009], [0.900, 0.516, 0.112], [-0.900, -1.983, 0.116], [-2.587, 0.664, -0.868], [-1.679, 0.998, 1.066], [-2.839, -1.693, 0.809], [-0.238, -0.152, -1.675], [0.699, 0.580, 1.178], [1.165, 1.509, -0.266], [1.753, -0.136, -0.055]]
}

<2>
{
  "formula": "C4H5F2N",
  "method": "ωB97M-V/def2-TZVPD",
  "homo_energy_ev": -9.72,
  "spin_multiplicity": 1,
  "species": ["C", "C", "C", "C", "N", "F", "F", "H", "H", "H", "H", "H"],
  "xyz": [[-1.873, 0.957, -0.195], [-1.353, -0.227, 0.080], [0.549, -0.481, -0.327], [1.425, 0.137, 0.643], [0.651, -1.251, -1.283], [-2.003, -1.342, 0.335], [2.645, 0.424, 0.137], [-2.987, 1.051, -0.219], [-1.132, 1.787, -0.319], [1.546, -0.468, 1.686], [0.997, 1.035, 0.944], [1.535, -1.624, -1.483]]
}

Q: Which of them is the least stable? A: <2>.

<1>
{
  "formula": "C4H5F2N",
  "method": "ωB97M-V/def2-TZVPD",
  "homo_energy_ev": -10.15,
  "spin_multiplicity": 1,
  "species": ["C", "C", "C", "C", "N", "F", "F", "H", "H", "H", "H", "H"],
  "xyz": [[0.253, -0.987, -0.159], [1.139, -0.276, -0.808], [-2.443, 0.935, 0.966], [2.258, -1.358, -0.679], [-2.097, 2.125, 1.028], [1.433, 0.849, -1.432], [-3.682, 0.450, 1.103], [-1.737, 0.091, 0.771], [3.013, -1.015, -1.480], [1.857, -2.305, -0.781], [2.815, -1.330, 0.280], [-2.808, 2.822, 1.191]]
}

<2>
{
  "formula": "C4H5F2N",
  "method": "ωB97M-V/def2-TZVPD",
  "homo_energy_ev": -9.67,
  "spin_multiplicity": 1,
  "species": ["C", "C", "C", "C", "N", "F", "F", "H", "H", "H", "H", "H"],
  "xyz": [[-0.512, 1.360, 0.024], [-1.125, -0.033, 0.243], [0.008, -0.905, -0.208], [1.325, -0.209, 0.036], [0.726, 1.562, -0.047], [2.231, -0.402, -0.892], [1.957, -0.355, 1.223], [-1.263, 2.068, -0.012], [-1.594, -0.289, 1.299], [-1.933, 0.111, -0.582], [0.158, -1.888, 0.250], [0.021, -1.021, -1.333]]
}

Q: Which of them is the least stable? A: <1>.

<1>
{
  "formula": "C3H7NS",
  "method": "ωB97M-V/def2-TZVPD",
  "homo_energy_ev": [-8.00, -7.95],
  "spin_multiplicity": 1,
  "species": ["C", "C", "C", "N", "S", "H", "H", "H", "H", "H", "H", "H"],
  "xyz": [[0.457, 0.766, 1.706], [0.308, 1.273, 0.449], [-0.747, -1.733, -0.384], [0.367, 0.591, -0.693], [0.142, 1.003, -2.163], [0.491, 1.452, 2.634], [0.579, -0.254, 1.944], [0.020, 2.363, 0.251], [-0.646, -2.266, -1.349], [-0.400, -2.272, 0.534], [-1.709, -1.226, -0.236], [1.138, 0.302, -2.694]]
}

<2>
{
  "formula": "C3H7NS",
  "method": "ωB97M-V/def2-TZVPD",
  "smiles": "C/N=C/SC",
  "homo_energy_ev": -8.56,
  "spin_multiplicity": 1,
  "species": ["C", "C", "C", "N", "S", "H", "H", "H", "H", "H", "H", "H"],
  "xyz": [[0.513, 0.123, 0.184], [0.744, -1.374, 1.962], [-0.295, 1.863, -1.799], [1.052, -0.138, 1.299], [0.908, 1.682, -0.481], [-0.130, -0.610, -0.266], [1.656, -1.668, 2.264], [0.065, -1.986, 1.235], [0.252, -1.167, 2.917], [0.110, 2.501, -2.655], [-1.248, 2.489, -1.415], [-0.690, 0.928, -2.329]]
}

<3>
{
  "formula": "C3H7NS",
  "method": "ωB97M-V/def2-TZVPD",
  "smiles": "SC[C@H]1CN1",
  "homo_energy_ev": -9.19,
  "spin_multiplicity": 1,
  "species": ["C", "C", "C", "H", "H", "H", "H", "H", "H", "H", "N", "S"],
  "xyz": [[-0.654, -0.115, -0.816], [-0.985, 0.583, 0.443], [-0.547, 0.290, 1.834], [0.608, -1.954, -0.372], [-0.755, 0.698, -1.465], [-1.413, -0.935, -1.044], [-1.949, 0.959, 0.494], [-1.222, 0.553, 2.632], [-0.009, -0.560, 2.056], [1.090, 1.101, 0.435], [0.188, 1.416, 0.920], [0.966, -0.895, -1.122]]
}

Q: Which of them is the least stable? A: <1>.

<1>
{
  "formula": "C3H7NS",
  "method": "ωB97M-V/def2-TZVPD",
  "smiles": "C=CN(C)S",
  "homo_energy_ev": -8.74,
  "spin_multiplicity": 1,
  "species": ["C", "C", "C", "N", "S", "H", "H", "H", "H", "H", "H", "H"],
  "xyz": [[-1.337, -1.374, -0.073], [-0.368, -0.773, -0.744], [-0.056, 1.224, 0.686], [0.314, 0.429, -0.506], [2.366, -0.039, 0.046], [-1.551, -2.348, -0.388], [-1.913, -0.797, 0.632], [0.155, -1.349, -1.582], [0.240, 2.234, 0.397], [-1.148, 1.202, 0.699], [0.281, 0.784, 1.637], [3.017, 0.806, -0.802]]
}

<2>
{
  "formula": "C3H7NS",
  "method": "ωB97M-V/def2-TZVPD",
  "smiles": "C=C=N.CS",
  "homo_energy_ev": -8.83,
  "spin_multiplicity": 1,
  "species": ["C", "C", "C", "N", "S", "H", "H", "H", "H", "H", "H", "H"],
  "xyz": [[-1.678, -0.315, 0.201], [-1.882, -0.199, 1.514], [1.865, 0.796, -0.430], [-1.460, -0.353, -1.000], [2.409, -0.903, -0.892], [-1.547, -0.840, 2.192], [-2.226, 0.751, 1.857], [1.183, -1.652, -0.840], [1.234, 0.688, 0.426], [1.367, 1.298, -1.170], [2.755, 1.378, -0.079], [-2.019, -0.649, -1.779]]
}

Q: Which of them is the least stable? A: <1>.